# CH4N2O3P

The ion CH4N2O3P with charge -1 in a non-equilibrium geometry (wB97M-V/def2-TZVPD, OMol25).

Last columns: bonded neighbours and bond lengths (Å).
Cartesian coordinates (Å):
1 N -0.8313 1.0655 -1.4356  C2 1.377, H8 1.024, H9 1.038
2 C 0.2816 0.6670 -0.7300  N1 1.377, O3 1.178, P4 1.925
3 O 1.2966 1.2649 -0.7158  C2 1.178
4 P -0.3609 -0.6485 0.5194  C2 1.925, N5 1.763, O6 1.475, O7 1.510
5 N 1.0553 -1.2032 1.4101  P4 1.763, H10 1.006, H11 1.108
6 O -0.8543 -1.8274 -0.2161  P4 1.475
7 O -1.2395 0.0631 1.5203  P4 1.510
8 H -0.6788 1.7519 -2.1807  N1 1.024
9 H -1.4140 0.2072 -1.3952  N1 1.038
10 H 1.8830 -0.8346 0.9740  N5 1.006
11 H 0.8624 -0.5059 2.2496  N5 1.108

Orbital gap, eV: 8.81
LUMO, eV: 4.062
SMILES: NC(=O)[P@](N)(=O)[O-]
ΔE to the lowest compared entry with this formula, charge and spin, kcal/mol: 16.1
Multiplicity: 1
Charge: -1
DFT total energy, eV: -19517.1915

These are the Löwdin partial charges, in e, on atoms 1 to 2: 0.079, -0.618